The following is a DFT calculation (ωB97M-V/def2-TZVPD) of a single C3H4ClFS molecule.

- DFT total energy (Ha) = -1074.9078
- energy above the lowest of the compared OMol25 structures with the same formula, charge and spin (kcal per mole) = 19.97
- orbital gap (eV) = 8.459
- SMILES = FCC(=S)CCl

ORCA input file:
```
! RIJCOSX wB97M-V def2-TZVPD def2/J DEFGRID3
* xyz 0 1
C 0.420 0.293 -1.193
C 0.463 0.564 0.314
C -0.523 -0.478 1.003
H -0.540 0.742 -1.540
H 1.207 0.662 -1.791
H -0.143 -1.483 0.808
H -0.520 -0.434 2.071
F 0.465 -1.056 -1.211
S 1.363 1.654 1.152
Cl -2.192 -0.464 0.388
*
```